DFT (ωB97M-V/def2-TZVPD) results for a cluster of 12 separate species, C35H99F3N8O12 in total in a non-equilibrium geometry.

The net charge is 0. The value obtained for the HOMO energy is -8.682 eV. The calculation puts the gap between HOMO and LUMO at 9.0 eV.

The geometry in XYZ format:
```
157
Properties=species:S:1:pos:R:3:forces:R:3:lowdin_charge:R:1
H -4.9431 3.0087 -3.6883 0.1730 -0.1678 -0.1649 0.076
O -4.7389 -1.4824 -3.9623 0.4397 -0.1868 0.0808 -0.215
H -1.9757 -1.6460 0.0690 -0.6451 0.3182 0.6399 0.101
N 1.5714 4.0185 6.7830 -0.4482 0.6268 0.1351 0.034
H 4.7471 0.2393 -8.0808 -0.0813 -0.1380 -0.2338 0.090
C -3.3556 -5.3665 5.0955 0.2152 -1.8788 -0.1649 -0.450
H 2.5485 5.6529 -6.4669 0.0892 -0.1293 0.3465 0.061
N 1.1163 -0.4756 -4.6633 0.5441 -0.8800 1.3224 0.027
H -1.5357 -0.5372 5.7620 0.2485 -0.1951 0.1158 0.084
H -3.4090 -1.9730 -0.8085 -0.7308 0.5053 -0.0545 0.105
H 4.6355 6.3660 -5.1982 -0.3154 0.2072 -0.1790 0.141
H 2.2066 4.7229 3.8978 -0.1609 0.4160 0.4181 0.079
H 4.1299 3.2787 2.6873 -0.2332 0.1595 0.1668 0.066
H 3.8695 -1.1363 -8.8653 0.0337 0.1696 0.3100 0.089
H 1.8069 -2.0106 -2.9580 -0.1144 -0.4427 0.1962 0.033
H 2.2489 2.3285 -6.0980 0.1579 0.1904 -0.0359 0.081
C 0.2956 2.0833 6.1307 -0.9581 0.1165 0.2672 -0.205
H 1.9275 6.8369 -3.9182 0.2936 -0.1378 -0.2133 0.133
H 1.7222 1.9736 2.0270 0.0327 -0.6451 -0.4866 0.150
C -3.5248 -4.3016 6.1084 -0.5484 1.6960 -0.2514 -0.068
H -3.1678 2.4498 2.5168 0.0568 0.0127 -0.3477 0.136
H 1.6273 0.7786 -2.2987 0.0925 0.1305 -0.1379 0.042
H -0.7251 2.5105 8.7834 -0.2415 0.1328 -0.1335 0.079
C 1.9279 1.6993 -5.2775 -0.7093 -0.3640 -0.0037 -0.060
H -4.5878 -4.1287 6.2765 0.0231 -0.2529 0.5429 0.085
H -5.0462 -2.9902 -5.3713 0.0798 -0.1758 0.3677 0.089
H -4.4957 -0.1753 -5.5499 -0.2787 -0.1160 -0.0691 0.124
C 2.6951 -0.3225 -6.5868 -1.0112 0.4952 1.4949 -0.248
H 2.8331 -6.6103 1.1994 0.1426 0.0451 -0.2382 0.137
N 4.1842 -6.9808 -1.2203 0.1297 -0.3894 -0.0403 0.044
O 4.3730 3.3788 1.7672 0.0448 -0.1718 -0.9678 -0.114
C 1.9576 -8.1801 -0.9577 0.4512 0.2784 1.0435 -0.053
H 2.8448 3.3091 -2.8810 -0.1038 0.0324 0.1278 0.059
H 2.4609 4.7927 -1.9384 0.2164 -0.1520 -0.0053 0.086
C -2.0255 -5.2706 4.3810 0.8673 -0.3367 0.8084 -0.248
F 1.6626 -0.6936 1.2500 -1.0674 0.6900 2.8026 0.018
H 3.6723 4.3149 0.0345 0.2937 -0.3626 0.0830 0.056
H -3.8566 -2.7036 1.5399 -0.1076 0.3445 0.0202 0.138
H 0.6568 2.2849 -2.2768 0.2622 -0.0328 -0.0030 0.064
H 1.1750 6.2331 3.9238 0.3922 0.2911 -0.1773 0.083
H 4.6659 -6.1644 -0.8640 -0.0789 0.0694 -0.1177 0.062
H -1.1880 3.8381 7.6839 0.0805 -0.1213 -0.1021 0.086
O 1.4428 -3.7729 -1.8966 0.2746 0.3705 0.6732 -0.155
H 4.4071 8.7644 -6.0731 0.0486 -0.0730 -0.1921 0.074
H 1.3506 -6.0246 0.3991 0.4190 0.1862 0.1334 0.126
H -6.2477 -1.7082 3.1692 0.3267 0.0973 -0.0444 0.085
H -0.0508 0.7886 -1.8073 0.1049 -0.2100 0.1918 0.067
C -2.8654 -1.1313 -0.3730 2.8428 -1.2812 -1.0003 -0.126
H -3.1879 -3.3456 5.6844 0.2071 -0.1390 0.1923 0.071
H -2.9821 -4.4864 7.0288 -0.0099 -0.0828 0.1650 0.085
H 2.4898 -1.4007 -6.5966 0.4937 -0.1143 -0.2365 0.126
H 0.2196 -0.6356 5.3737 0.0448 0.0148 -0.0867 0.083
O 3.0218 -4.7598 0.1919 -0.6320 -0.7460 0.7894 -0.233
N 2.9662 6.5695 -6.4338 0.3209 0.3647 -0.2548 0.040
H -5.6565 0.7479 -2.9143 0.0709 0.3934 -0.1986 0.137
H 1.0271 2.1081 -4.8133 0.2812 0.3052 0.0648 0.078
H 3.3998 6.7956 -3.0123 0.3531 -0.3916 -0.4013 0.127
C 1.3324 1.5877 -0.2902 0.3932 0.7302 -1.7111 -0.253
C 2.4549 -6.1046 0.2981 -0.7185 1.1499 0.2224 -0.185
H 0.0936 -3.9897 3.8869 0.1015 0.1794 0.1844 0.096
H 0.1293 3.6168 3.8574 -0.0608 0.6344 -0.0077 0.041
H 2.4535 4.0353 1.2805 0.0072 0.1875 -0.0187 0.037
H 0.8398 -1.4300 -4.8983 -0.0567 0.3535 -0.3497 0.080
H 2.2797 7.2523 -6.7243 -0.0018 0.0656 0.2422 0.066
H -2.3412 -0.5572 -1.1387 -0.4815 0.0720 -0.2562 0.072
H -1.7551 -6.1814 3.8201 -0.4102 0.0734 -0.1916 0.130
H 2.3643 -6.3418 -1.8574 -0.2091 0.5446 0.3817 0.130
N -3.3671 -1.3044 3.0708 -0.5639 0.0331 -0.1180 0.080
O 2.6882 0.2648 -7.8257 0.7196 0.1580 -1.8793 -0.183
H 0.6571 0.3876 -6.4187 0.2698 0.1736 -0.3168 0.143
H -6.1239 -3.0395 2.0400 0.1424 0.0221 0.0885 0.085
H -2.9431 1.1637 1.4165 0.0810 0.5897 -0.1098 0.090
H 1.6984 2.6269 -0.2210 -0.1079 -0.2204 0.1229 0.096
C -5.5476 -2.4509 2.7635 -0.5991 0.2313 -0.1371 -0.045
C 1.5461 0.3199 -5.7820 -0.1074 -0.2080 -0.5727 -0.449
C -0.6787 -3.8281 3.1411 -0.6416 -0.2053 -1.7829 -0.096
H 2.7128 1.6029 -4.5239 0.0669 0.1455 -0.0423 0.073
N -3.6049 0.8990 -3.0119 0.3536 -0.9196 -1.1360 0.042
C -0.6290 0.0328 5.5302 -0.9500 0.1382 -0.1652 -0.125
O -3.5285 -0.2461 0.4436 -0.8942 0.4544 0.7823 -0.215
C 3.0961 4.3556 -2.7207 0.0387 0.4663 -1.0013 -0.085
H 3.0738 8.9785 -4.9223 0.1318 -0.0316 -0.0937 0.081
O 2.8527 5.0150 -3.9773 0.2411 -1.0129 0.4837 -0.199
H -0.4903 -4.4360 2.2330 0.3323 -0.2004 0.4855 0.088
H -4.4176 2.4113 -5.2425 -0.1424 -0.2814 -0.2023 0.077
H 1.0376 4.5399 6.0754 0.0877 -0.4395 0.2349 0.040
H -5.4968 -0.9564 0.4104 0.7405 -0.8680 -0.1464 0.142
H -6.1621 2.4076 -4.7142 0.1702 -0.3845 -0.4690 0.077
H -2.4791 2.7467 0.9859 -0.1975 -0.2005 0.2463 0.138
C 2.7865 -3.9235 1.3363 -0.3325 0.6225 -0.2448 -0.079
H -3.2207 -7.4418 5.1396 -0.3936 0.3348 0.0532 0.068
H -2.8458 0.8810 -3.7245 -0.5912 0.4296 0.4088 0.088
H -6.1912 -0.4130 -4.8856 0.0388 0.2557 -0.4968 0.128
C -4.9159 0.8955 -3.7176 0.1496 -0.5660 0.2710 -0.432
C 3.4970 4.3004 1.1085 0.4968 0.2439 0.8873 -0.157
H 3.7339 5.3061 1.4897 -0.4772 -0.0715 -0.1682 0.090
H -3.4980 -0.0507 -2.6358 -0.2561 0.4462 0.0824 0.028
C -0.3524 3.3708 8.2161 -1.0214 -0.1909 0.7120 -0.074
H -2.4779 -1.0595 2.6398 -0.1759 -0.1745 0.0349 0.047
H -3.6994 -3.2234 -4.1524 -0.3674 -0.1927 0.1030 0.084
H 4.6974 8.5811 -4.3387 -0.0654 0.1226 -0.0799 0.078
H -0.7223 -2.8212 2.7323 0.2788 0.0973 0.5344 0.061
H 1.6748 4.6846 7.5538 0.2390 -0.2282 -0.2894 0.066
N -2.5865 2.0871 1.7597 0.4497 -0.7174 0.2429 0.272
H 1.9064 -0.6222 -4.0208 -0.4164 0.3950 -0.3264 0.045
O -0.4110 0.9288 6.5879 0.6429 0.3564 0.1383 -0.173
H -0.0168 4.0956 8.9654 0.2418 -0.0578 -0.1644 0.074
H -3.1832 -2.0212 3.7680 0.1567 0.1115 -0.1653 0.047
C 2.7392 -6.8639 -0.9724 0.6125 -0.3280 -0.6246 -0.443
H 1.1317 1.8433 5.4653 0.0676 -0.1855 0.2116 0.127
C 0.7417 1.4319 1.9800 1.1463 1.1035 0.4253 -0.488
H 1.2144 5.0564 2.5301 -0.1494 0.6512 0.0014 0.059
C -4.3245 -1.8507 2.0786 0.9534 -1.3115 0.6986 -0.444
C 3.8374 -0.0615 -8.6215 -0.4108 -0.1496 0.4311 -0.083
C 1.0516 -0.0215 2.3944 0.6240 -2.1872 -1.0016 -0.312
H 3.6055 -0.0498 -6.0303 0.2593 -0.5824 -0.1092 0.129
C -4.6586 -0.7767 1.1151 -1.8204 1.4835 -0.2278 -0.212
H -5.2820 -3.1127 3.5892 0.2051 0.0147 -0.0995 0.063
H -4.1726 -5.3073 4.3726 0.0704 -0.0882 -0.1261 0.135
H -0.8660 0.5964 4.6199 0.2891 -0.1926 -0.0647 0.062
C -5.1258 -0.3133 -4.6582 0.4117 0.2973 0.5812 -0.203
O -0.0822 2.0405 2.7982 -1.7243 -0.0837 0.3166 -0.173
H 3.0280 -2.8981 1.0359 0.3572 -0.2852 0.0097 0.078
H 1.8445 -8.6243 -1.9364 0.2123 -0.1713 -0.1315 0.076
H 1.8447 -4.2185 -1.0930 -0.2484 1.0526 -1.2368 0.042
H 2.9464 -2.3575 -1.6370 -0.3092 0.2300 -0.1030 0.090
H -2.6747 -6.7400 6.4599 -0.5325 0.2138 -0.1136 0.074
C 1.8853 -2.3902 -1.9411 0.3121 -1.1327 0.7236 -0.128
H -0.4094 2.7007 5.5438 0.1894 -0.2353 0.1395 0.114
C 0.8839 1.3512 -1.7569 -0.6237 0.1824 0.7502 -0.058
H -3.5064 -2.1647 -5.5287 -0.2943 0.1478 0.4026 0.090
C 3.6717 6.9159 -5.1958 0.3368 -0.8922 -0.2939 -0.446
C 3.9817 8.4012 -5.1453 -0.3660 -0.0748 0.6257 -0.071
H 1.4555 2.3432 7.9309 -0.1891 -0.3582 -0.1225 0.137
H 4.6465 -7.7942 -0.8243 -0.4301 0.0104 0.1044 0.067
H 3.3792 -4.1950 2.2188 -0.0190 -0.2015 -0.2838 0.095
H 1.7241 -3.8209 1.6351 0.2676 -0.6464 -0.2708 0.076
H 2.4160 -8.8670 -0.2316 -0.0563 -0.1385 -0.3739 0.083
H 4.1686 4.4146 -2.4790 -0.2886 0.1390 0.2206 0.096
H -5.1535 0.0532 1.6616 0.8246 -0.0534 0.1660 0.135
F -0.1207 -0.7637 2.6705 2.4016 1.2771 -0.3179 0.049
C 0.7435 2.9060 7.3161 1.6008 0.5563 -0.3079 -0.439
O -1.9752 -4.1306 3.5965 -0.1657 0.6036 -0.0024 -0.203
H 3.7669 0.4609 -9.5712 -0.0778 0.2627 0.1070 0.082
C -5.1217 2.2187 -4.4339 -0.3285 0.7825 1.2064 -0.076
H -1.5869 1.9183 2.1707 0.3729 0.3899 0.2010 0.085
C -4.2463 -2.5217 -4.7777 0.3446 0.3256 -0.8352 -0.112
O 0.1390 4.5496 4.1970 -0.0746 -0.7958 -0.1464 -0.177
N -3.4554 -6.6824 5.7893 0.7175 -0.1712 -0.2259 0.029
F 1.9569 -0.1427 3.4526 -2.0505 0.0274 -2.0186 0.099
C 1.2511 5.2004 3.6158 -0.1281 -1.1001 -0.4984 -0.161
H 0.9667 -7.9554 -0.5589 -0.1177 -0.1109 -0.1963 0.074
O 0.2703 1.4137 0.6254 0.2693 -0.4442 0.2187 -0.082
H 2.2129 0.9602 -0.1290 -0.3712 -0.1342 0.4879 0.115
H -1.2351 -5.2021 5.1630 -0.2186 -0.0208 -0.0813 0.133
C 2.9552 6.4037 -3.9512 -0.9483 1.4876 0.6554 -0.250
H 1.2953 -1.7457 -1.2729 0.0924 -0.1561 -0.1286 0.070
```
Forces are in eV/Å.